# 1
Formula: C27H41N3O15
Source: OMol25
Level of theory: the ωB97M-V functional and the def2-TZVPD basis

## Properties
SMILES string ... O=C1OCCO1.O=C1OCCO1.O=C1OCCO1.O=C1OCCO1.O=C1OCCO1.CCCC#N.CCCC#N.CCCC#N
Energy relative to the best compared isomer or geometry (same formula, charge and spin) ... 0.000 eV
Lowest unoccupied orbital energy ... 0.086 eV
Frontier orbital gap ... 11.0 eV
HOMO level ... -10.93 eV

Geometry (Å):
O 0.94 -0.22 5.05
C 0.17 -0.93 4.47
O -1.00 -0.51 3.97
C -1.50 -1.50 3.09
C -0.70 -2.77 3.47
O 0.37 -2.23 4.21
H -2.58 -1.62 3.16
H -1.29 -1.28 2.04
H -0.49 -3.32 2.55
H -1.35 -3.42 4.06
O -3.38 -2.34 0.74
C -3.92 -1.50 0.11
O -3.36 -0.96 -1.01
C -4.12 0.18 -1.40
C -5.40 0.08 -0.57
O -5.06 -0.87 0.44
H -3.54 1.07 -1.11
H -4.26 0.23 -2.48
H -6.18 -0.31 -1.22
H -5.68 1.03 -0.13
O 1.70 4.72 -2.82
C 2.06 4.65 -1.71
O 1.63 3.75 -0.79
C 2.25 4.04 0.46
C 3.43 4.89 0.04
O 2.98 5.48 -1.16
H 1.60 4.55 1.17
H 2.61 3.14 0.95
H 4.29 4.23 -0.12
H 3.78 5.63 0.76
O 3.31 0.32 3.07
C 3.52 1.31 3.68
O 4.43 1.41 4.67
C 4.38 2.69 5.28
C 3.46 3.49 4.34
O 2.91 2.50 3.47
H 4.02 2.60 6.30
H 5.34 3.19 5.17
H 3.91 4.27 3.74
H 2.67 3.97 4.92
O -3.84 6.31 -3.52
C -3.22 5.32 -3.42
O -1.91 5.26 -3.09
C -1.53 3.92 -2.79
C -2.71 3.11 -3.40
O -3.71 4.08 -3.65
H -0.59 3.61 -3.25
H -1.52 3.81 -1.71
H -3.14 2.39 -2.70
H -2.36 2.59 -4.29
C 1.86 -6.45 -0.12
C 2.48 -5.33 0.74
C 3.02 -4.18 -0.08
C 4.13 -4.52 -0.97
N 4.95 -4.77 -1.73
H 1.15 -5.96 -0.79
H 1.36 -7.16 0.52
H 2.61 -6.93 -0.76
H 3.21 -5.69 1.47
H 1.66 -4.99 1.39
H 3.29 -3.32 0.54
H 2.25 -3.83 -0.78
C -0.83 -3.41 -2.36
C -1.75 -3.63 -3.56
C -2.79 -2.51 -3.71
C -2.27 -1.16 -3.92
N -1.86 -0.09 -4.08
H -1.36 -3.34 -1.41
H -0.24 -2.51 -2.54
H -0.09 -4.21 -2.27
H -2.35 -4.53 -3.47
H -1.15 -3.65 -4.47
H -3.43 -2.45 -2.83
H -3.47 -2.73 -4.54
C -0.57 0.81 -1.12
C -0.28 1.18 0.34
C 1.09 0.71 0.84
C 1.17 -0.75 0.79
N 1.17 -1.90 0.83
H -1.59 1.12 -1.34
H -0.48 -0.24 -1.39
H 0.10 1.37 -1.78
H -1.08 0.65 0.88
H -0.41 2.25 0.50
H 1.23 0.93 1.89
H 1.85 1.17 0.21

Just the Mulliken charges please, in e? Sure, here they are: atom 1 (O): -0.5623, atom 2 (C): 0.6242, atom 3 (O): -0.3847, atom 4 (C): 0.5065, atom 5 (C): -0.3855, atom 6 (O): -0.3054, atom 7 (H): 0.4484, atom 8 (H): -0.4871, atom 9 (H): 0.1519, atom 10 (H): 0.3433, atom 11 (O): -0.4978, atom 12 (C): 0.4386, atom 13 (O): 0.0766, atom 14 (C): 0.0248, atom 15 (C): -0.6039, atom 16 (O): -0.3525, atom 17 (H): -0.1026, atom 18 (H): 0.4482, atom 19 (H): 0.2718, atom 20 (H): 0.3616, atom 21 (O): -0.4788, atom 22 (C): 0.4930, atom 23 (O): -0.1204, atom 24 (C): 0.3355, atom 25 (C): -0.5442, atom 26 (O): -0.3614, atom 27 (H): 0.2224, atom 28 (H): -0.1779, atom 29 (H): 0.3137, atom 30 (H): 0.3436, atom 31 (O): -0.4535, atom 32 (C): 0.6565, atom 33 (O): -0.3982, atom 34 (C): -0.3079, atom 35 (C): -0.3384, atom 36 (O): -0.2395, atom 37 (H): 0.3016, atom 38 (H): 0.2731, atom 39 (H): 0.2223, atom 40 (H): 0.2927, atom 41 (O): -0.5352, atom 42 (C): 0.5119, atom 43 (O): -0.3797, atom 44 (C): -0.0519, atom 45 (C): 0.6022, atom 46 (O): -0.3809, atom 47 (H): 0.2750, atom 48 (H): 0.0903, atom 49 (H): -0.2979, atom 50 (H): 0.1923, atom 51 (C): -0.9566, atom 52 (C): -0.2358, atom 53 (C): 0.3468, atom 54 (C): 0.1001, atom 55 (N): -0.4946, atom 56 (H): 0.0896, atom 57 (H): 0.3689, atom 58 (H): 0.3465, atom 59 (H): 0.3705, atom 60 (H): 0.0168, atom 61 (H): 0.2239, atom 62 (H): -0.1643, atom 63 (C): -0.6022, atom 64 (C): -0.6893, atom 65 (C): -0.1350, atom 66 (C): 0.1463, atom 67 (N): -0.3926, atom 68 (H): 0.1783, atom 69 (H): 0.2227, atom 70 (H): 0.1975, atom 71 (H): 0.3665, atom 72 (H): 0.3148, atom 73 (H): -0.0456, atom 74 (H): 0.4399, atom 75 (C): 0.0281, atom 76 (C): -0.8698, atom 77 (C): 0.5534, atom 78 (C): -0.4065, atom 79 (N): -0.3069, atom 80 (H): -0.7229, atom 81 (H): 0.1061, atom 82 (H): 0.4156, atom 83 (H): 0.4045, atom 84 (H): 0.3608, atom 85 (H): -0.1477, atom 86 (H): 0.4980

---

# 2
Formula: C27H41NO5PTc
Source: OMol25
Level of theory: the ωB97M-V functional and the def2-TZVPD basis

## Properties
Charge ... +1
2S+1 ... 4
Energy relative to the best compared isomer or geometry (same formula, charge and spin) ... 0.000 eV
Lowest unoccupied orbital energy (alpha / beta) ... -3.376 / -4.855 eV
Frontier orbital gap (alpha / beta) ... 7.3 / 6.6 eV
HOMO level (alpha / beta) ... -10.71 / -11.45 eV

Geometry (Å):
Tc 0.68 0.21 -0.23
C -2.04 -0.92 -0.26
C -1.84 0.47 -0.31
C -1.14 0.83 0.95
C -0.70 -0.40 1.50
C -1.43 -1.49 0.86
C -1.57 -2.90 1.37
C -0.50 -3.84 0.81
C -1.48 -2.91 2.90
C -2.95 -3.44 0.95
C -1.21 2.05 1.92
C -1.89 1.53 3.21
C -2.10 3.19 1.43
C 0.15 2.62 2.32
C -2.32 1.30 -1.50
C -3.67 1.99 -1.23
C -1.27 2.33 -1.95
C -2.54 0.36 -2.70
H -2.54 -1.49 -1.02
H -0.30 -0.50 2.49
H 0.50 -3.55 1.15
H -0.49 -3.86 -0.28
H -0.69 -4.85 1.18
H -0.48 -2.63 3.24
H -1.68 -3.91 3.27
H -2.20 -2.23 3.36
H -3.01 -3.57 -0.13
H -3.75 -2.77 1.26
H -3.12 -4.41 1.41
H -2.79 0.95 2.98
H -2.18 2.37 3.83
H -1.22 0.90 3.80
H -3.12 2.86 1.28
H -1.74 3.65 0.51
H -2.11 3.97 2.19
H 0.85 1.83 2.61
H 0.01 3.26 3.19
H 0.61 3.20 1.53
H -3.57 2.91 -0.66
H -4.35 1.32 -0.70
H -4.14 2.25 -2.18
H -0.87 2.92 -1.13
H -1.71 3.00 -2.69
H -0.43 1.82 -2.43
H -3.40 -0.29 -2.56
H -1.66 -0.26 -2.89
H -2.73 0.96 -3.59
O 3.95 0.38 -5.40
C 3.26 0.38 -4.25
C 3.19 1.51 -3.41
C 2.45 1.40 -2.26
N 1.81 0.27 -1.96
C 1.87 -0.81 -2.74
C 2.59 -0.80 -3.91
C 1.07 -1.96 -2.18
O 1.04 -3.04 -2.70
O 0.42 -1.62 -1.07
C 2.24 2.47 -1.22
O 2.74 3.55 -1.29
O 1.42 2.07 -0.24
H 4.35 1.23 -5.57
H 3.69 2.44 -3.65
H 2.62 -1.67 -4.54
C 2.32 -1.01 2.72
P 2.56 -0.58 0.98
C 3.26 -2.06 0.24
C 3.87 0.67 0.98
H 3.27 -1.31 3.15
H 1.62 -1.84 2.80
H 1.92 -0.16 3.28
H 4.12 -2.40 0.82
H 3.59 -1.86 -0.78
H 2.51 -2.85 0.21
H 4.71 0.32 1.59
H 3.49 1.61 1.38
H 4.22 0.83 -0.04

Just the Mulliken charges please, in e? Sure, here they are: atom 1 (Tc): -0.3132, atom 2 (C): -0.6536, atom 3 (C): 0.3251, atom 4 (C): -0.9257, atom 5 (C): 0.0745, atom 6 (C): 0.3471, atom 7 (C): 2.0278, atom 8 (C): -1.5036, atom 9 (C): -1.5668, atom 10 (C): -1.8589, atom 11 (C): 1.7390, atom 12 (C): -1.5861, atom 13 (C): -1.9885, atom 14 (C): -1.5350, atom 15 (C): 2.1144, atom 16 (C): -1.8036, atom 17 (C): -1.6747, atom 18 (C): -2.0183, atom 19 (H): 0.4201, atom 20 (H): 1.5165, atom 21 (H): 0.0472, atom 22 (H): 0.2101, atom 23 (H): 0.5737, atom 24 (H): 0.2483, atom 25 (H): 0.4359, atom 26 (H): 0.3464, atom 27 (H): 0.3840, atom 28 (H): 0.3568, atom 29 (H): 0.4551, atom 30 (H): 0.3123, atom 31 (H): 0.4502, atom 32 (H): 0.3290, atom 33 (H): 0.3659, atom 34 (H): 0.2954, atom 35 (H): 0.5641, atom 36 (H): -0.0431, atom 37 (H): 0.5709, atom 38 (H): 0.2762, atom 39 (H): 0.3281, atom 40 (H): 0.3185, atom 41 (H): 0.4946, atom 42 (H): 0.1155, atom 43 (H): 0.6529, atom 44 (H): 0.0645, atom 45 (H): 0.4097, atom 46 (H): 0.2779, atom 47 (H): 0.4867, atom 48 (O): -0.5096, atom 49 (C): 0.6657, atom 50 (C): -0.6583, atom 51 (C): 0.0125, atom 52 (N): 0.9244, atom 53 (C): -0.1402, atom 54 (C): -0.8947, atom 55 (C): 0.0612, atom 56 (O): -0.6353, atom 57 (O): 0.0342, atom 58 (C): -0.1505, atom 59 (O): -0.6263, atom 60 (O): -0.2575, atom 61 (H): 0.3331, atom 62 (H): 0.5140, atom 63 (H): 0.6307, atom 64 (C): -1.2493, atom 65 (P): 2.0801, atom 66 (C): -1.4676, atom 67 (C): -1.5971, atom 68 (H): 0.5428, atom 69 (H): 0.1841, atom 70 (H): 0.3170, atom 71 (H): 0.6001, atom 72 (H): 0.3419, atom 73 (H): 0.2121, atom 74 (H): 0.5881, atom 75 (H): 0.3191, atom 76 (H): 0.3621

---

> What is the formula in the first record?

C27H41N3O15